1.
{
  "formula": "C5H35NO12S",
  "method": "ωB97M-V/def2-TZVPD",
  "charge": 0,
  "smiles": "OCCCNCCS.O.O.O.O.O.O.O.O.O.O.O",
  "total_energy_ha": -1567.3897,
  "spin_multiplicity": 1,
  "relative_energy_kj_mol": 0.0,
  "species": ["O", "C", "C", "C", "N", "C", "C", "S", "H", "H", "H", "H", "H", "H", "H", "H", "H", "H", "H", "H", "H", "O", "H", "H", "O", "H", "H", "O", "H", "H", "O", "H", "H", "O", "H", "H", "O", "H", "H", "O", "H", "H", "O", "H", "H", "O", "H", "H", "O", "H", "H", "O", "H", "H"],
  "coordinates": [[1.136952, -2.000334, 1.487984], [1.431691, -0.892638, 2.358268], [0.330111, 0.145217, 2.418378], [0.031564, 0.840480, 1.086228], [-1.172488, 0.291184, 0.447770], [-1.513923, 0.979372, -0.807309], [-2.979437, 0.756666, -1.159333], [-3.390858, 1.350860, -2.824956], [0.254111, -2.355700, 1.689111], [2.347491, -0.457050, 1.960126], [1.647523, -1.279496, 3.346512], [0.607781, 0.885587, 3.172918], [-0.582213, -0.320429, 2.798724], [-0.139659, 1.910626, 1.220064], [0.906543, 0.767642, 0.433379], [-0.999286, -0.690984, 0.243443], [-1.316460, 2.044388, -0.687063], [-0.901655, 0.613336, -1.625055], [-3.630959, 1.233481, -0.432143], [-3.202057, -0.312695, -1.170483], [-2.907372, 2.591793, -2.684335], [-1.510785, -2.977670, -1.017053], [-2.397846, -2.893307, -1.379209], [-1.588866, -3.127033, -0.051519], [3.268245, 1.567159, -0.341281], [3.417266, 2.496393, -0.543323], [2.651543, 1.253404, -1.059928], [-1.400188, -3.102695, 1.784651], [-1.438801, -4.037159, 2.057672], [-2.190999, -2.682621, 2.221734], [-0.720347, 3.611472, -0.471989], [-0.574386, 4.459407, -0.035571], [0.066828, 3.497432, -1.049000], [-3.270185, 0.576389, 2.214012], [-3.023796, 1.265919, 2.855754], [-2.511206, 0.535590, 1.552807], [4.828522, -0.719138, -0.586107], [4.465218, 0.185137, -0.518172], [4.242492, -1.279057, -0.072066], [3.563084, -1.271177, -3.059163], [2.884274, -1.853545, -2.657129], [4.175519, -1.132320, -2.302462], [-3.528440, -2.005432, 2.883173], [-3.451814, -1.029929, 2.693376], [-3.687270, -2.046094, 3.830297], [1.469492, 3.354613, -2.245875], [1.293587, 3.740993, -3.110801], [1.528768, 2.382809, -2.394883], [1.672572, 0.632695, -2.530592], [2.413902, 0.148997, -2.959328], [1.201477, -0.059029, -2.038484], [0.959771, -1.669356, -1.238664], [0.124731, -2.140516, -1.424579], [1.110237, -1.783644, -0.278544]],
  "forces_ev_per_angstrom": [[0.07, 0.41, -0.04], [-0.04, -0.34, -0.47], [-0.04, 0.12, 0.04], [-0.07, 0.05, 0.03], [-0.07, 0.05, 0.11], [-0.22, -0.35, -0.01], [0.19, 0.05, -0.03], [-0.01, -0.10, -0.06], [-0.03, -0.05, 0.20], [0.04, 0.11, 0.02], [0.06, -0.06, 0.36], [0.12, 0.01, -0.03], [-0.10, -0.06, -0.01], [-0.03, -0.13, 0.10], [0.06, -0.05, -0.07], [-0.11, 0.04, -0.01], [-0.36, -0.77, 0.00], [0.21, -0.10, -0.30], [-0.05, -0.04, 0.08], [-0.09, 0.02, -0.02], [0.02, 0.03, 0.09], [0.03, -0.01, 0.11], [0.03, -0.04, 0.11], [-0.12, 0.11, -0.24], [-0.55, -0.34, -0.60], [-0.02, 0.04, -0.02], [0.58, 0.30, 0.55], [-0.16, -0.68, 0.13], [0.12, 0.52, -0.15], [0.06, -0.03, 0.03], [0.61, 1.25, 0.12], [-0.06, -0.04, -0.07], [-0.13, 0.13, -0.01], [0.30, 0.47, 0.31], [-0.19, -0.41, -0.38], [-0.01, -0.10, 0.07], [0.18, 0.02, -0.29], [-0.08, -0.08, 0.21], [-0.08, 0.01, 0.19], [-0.30, -0.42, 0.59], [0.33, 0.32, -0.36], [-0.06, 0.05, -0.27], [0.04, 0.42, 0.05], [-0.14, -0.18, -0.05], [-0.01, -0.15, 0.04], [0.00, -0.18, 0.07], [0.01, -0.07, 0.08], [-0.11, 0.19, -0.19], [0.30, 0.52, -0.09], [-0.11, -0.06, 0.12], [-0.11, -0.38, 0.10], [-0.07, -0.03, -0.26], [0.18, 0.06, 0.13], [-0.03, -0.03, 0.01]],
  "nbo_charge": [-0.780, -0.057, -0.447, -0.234, -0.654, -0.285, -0.510, -0.050, 0.505, 0.183, 0.170, 0.219, 0.205, 0.215, 0.187, 0.373, 0.264, 0.178, 0.222, 0.207, 0.124, -0.994, 0.483, 0.506, -0.996, 0.489, 0.499, -1.014, 0.489, 0.521, -0.983, 0.477, 0.510, -1.006, 0.477, 0.505, -0.976, 0.507, 0.472, -0.984, 0.486, 0.503, -0.987, 0.517, 0.479, -0.999, 0.482, 0.513, -1.032, 0.520, 0.516, -1.032, 0.512, 0.505]
}


2.
{
  "formula": "C5H35NO13S",
  "method": "ωB97M-V/def2-TZVPD",
  "charge": 0,
  "total_energy_ha": -1642.5329,
  "spin_multiplicity": 1,
  "relative_energy_kj_mol": 160.5,
  "species": ["C", "C", "S", "C", "N", "C", "C", "O", "H", "H", "H", "H", "H", "H", "H", "H", "H", "H", "H", "H", "H", "O", "H", "H", "O", "H", "H", "O", "H", "H", "O", "H", "H", "O", "H", "H", "O", "H", "H", "O", "H", "H", "O", "H", "H", "O", "H", "H", "O", "H", "H", "O", "H", "H", "O"],
  "coordinates": [[0.782605, 1.837131, -0.625846], [1.701335, 1.877403, 0.596603], [3.392718, 1.238355, 0.376980], [0.272107, 0.436946, -0.969920], [-0.757580, 0.070709, 0.020651], [-1.050213, -1.365395, -0.171569], [-2.503035, -1.727147, 0.074478], [-3.061452, -2.563642, -0.576733], [1.244841, 2.357000, -1.459165], [-0.126552, 2.309656, -0.238913], [1.673519, 2.872194, 1.026451], [1.290783, 1.332972, 1.454980], [3.477655, 1.179322, -0.960448], [1.024688, -0.333877, -1.125957], [-0.330377, 0.600970, -1.837276], [-0.471508, 0.301600, 0.966041], [-0.349316, -1.991697, 0.372382], [-0.925540, -1.594834, -1.229859], [-3.033688, -1.134691, 0.841552], [-3.920583, 3.218584, -0.689426], [-2.473248, 2.789961, -0.348569], [-3.276512, 2.515033, -0.797573], [1.442917, -3.682082, 0.183604], [0.473182, -4.801355, -0.186212], [0.606562, -3.855280, -0.287855], [3.068029, -0.918309, -2.071360], [2.706437, -0.876772, -3.487696], [3.502246, -0.784792, -2.919698], [-1.334495, 3.108187, 1.697716], [-2.566522, 3.823873, 2.250397], [-1.824472, 3.935691, 1.649613], [3.620579, -3.083670, -0.081709], [3.399042, -2.422954, 1.261001], [3.100493, -3.167702, 0.727877], [0.165117, -1.126018, 2.268002], [0.251478, -0.453398, 3.634570], [-0.352913, -0.926003, 3.052991], [-2.241834, 0.494952, -1.756314], [-3.158960, 0.967787, -2.942033], [-2.374384, 0.463930, -2.713157], [2.243812, -1.719226, 3.952608], [3.296435, -0.723312, 3.456940], [2.403015, -0.778343, 3.811923], [-2.652004, 0.096519, 2.577353], [-3.301106, 1.006992, 1.530035], [-3.294546, 0.812871, 2.477025], [-1.703832, -2.117963, -3.834206], [-1.690077, -0.621009, -3.784274], [-1.242735, -1.376909, -4.245119], [0.228294, -0.403417, -4.037618], [1.426481, 0.709434, -4.406127], [1.127719, -0.048315, -3.904005], [-1.793585, 1.527591, 3.427694], [-0.774812, 1.948130, 4.531172], [-0.870083, 1.744557, 3.597915]],
  "forces_ev_per_angstrom": [[0.17, -0.99, 1.37], [-0.24, -0.06, 0.40], [0.07, -0.06, 0.19], [-0.65, 1.37, 0.51], [-0.18, -0.57, -0.31], [-0.32, 0.65, 0.06], [0.63, 0.24, 0.11], [-0.31, -0.20, 0.02], [-0.22, 0.09, -0.12], [0.04, 0.62, -0.66], [0.67, 0.51, -0.36], [-0.08, -0.47, -0.32], [-0.22, 0.14, -0.04], [0.16, 0.06, 0.01], [0.44, -0.41, -1.08], [0.00, -0.29, 0.03], [-0.22, -0.41, 0.06], [0.30, -0.07, 0.01], [-0.15, -0.11, 0.07], [0.15, 0.17, 0.14], [-0.01, 0.40, 0.19], [-0.22, -0.56, -0.20], [-0.20, 0.03, -0.18], [-0.12, -0.06, -0.07], [0.30, -0.18, 0.20], [0.27, 0.06, 0.31], [0.42, 0.31, -0.04], [-0.45, -0.36, -0.01], [0.10, -0.02, 0.46], [0.04, -0.10, 0.10], [-0.06, 0.08, -0.54], [-0.07, -0.11, -0.03], [-0.14, 0.05, 0.02], [0.37, 0.18, -0.03], [0.18, -0.14, 0.13], [0.03, 0.22, -0.15], [-0.41, -0.39, -0.21], [-0.34, 0.31, 0.06], [-0.03, 0.15, 0.41], [0.05, -0.10, -0.23], [0.02, 0.04, 0.05], [0.00, 0.13, 0.06], [0.07, -0.17, -0.09], [-0.05, -0.18, -0.06], [0.00, 0.05, -0.03], [0.19, 0.05, 0.05], [0.29, -0.22, -0.14], [0.15, -0.43, -0.32], [-0.55, 0.49, 0.41], [0.29, 0.28, -0.68], [-0.76, -0.01, -0.36], [0.52, -0.42, 0.74], [-0.28, 0.02, 0.16], [-0.16, 0.10, 0.02], [0.52, 0.31, -0.08]],
  "nbo_charge": [-0.398, -0.524, -0.088, -0.229, -0.690, -0.361, 0.446, -0.510, 0.225, 0.198, 0.221, 0.213, 0.148, 0.184, 0.214, 0.369, 0.232, 0.231, 0.095, 0.481, 0.490, -0.974, 0.492, 0.470, -0.973, 0.450, 0.500, -0.966, 0.479, 0.477, -0.953, 0.490, 0.482, -0.954, 0.467, 0.500, -0.961, 0.507, 0.501, -0.975, 0.479, 0.479, -0.955, 0.488, 0.491, -0.960, 0.483, 0.500, -0.991, 0.521, 0.488, -1.013, 0.491, 0.477, -0.983]
}


3.
{
  "formula": "C5H36N2O12",
  "method": "ωB97M-V/def2-TZVPD",
  "charge": 0,
  "smiles": "NCCNCCCO.O.O.O.O.O.O.O.O.O.O.O",
  "total_energy_ha": -1224.4216,
  "spin_multiplicity": 1,
  "relative_energy_kj_mol": 323.4,
  "species": ["N", "C", "C", "N", "C", "C", "C", "O", "H", "H", "H", "H", "H", "H", "H", "H", "H", "H", "H", "H", "H", "H", "O", "H", "H", "O", "H", "H", "O", "H", "H", "O", "H", "H", "O", "H", "H", "O", "H", "H", "O", "H", "H", "O", "H", "H", "O", "H", "H", "O", "H", "H", "O", "H", "H"],
  "coordinates": [[-0.747222, 1.739017, 1.743854], [-0.158232, 2.985760, 1.286083], [-0.435722, 3.433067, -0.164360], [-0.038455, 2.625572, -1.283887], [-0.900075, 1.444363, -1.469674], [-0.573062, 1.002440, -2.863888], [0.930468, 0.655272, -3.154712], [1.498710, -0.193206, -2.108963], [-0.553838, 1.097641, 1.013739], [-1.715208, 1.660099, 2.083150], [-0.356428, 3.809663, 1.937564], [0.915969, 2.870653, 1.154392], [-1.533009, 3.561679, -0.169407], [-0.045849, 4.507720, -0.195755], [0.980110, 2.349957, -1.417874], [-0.708837, 0.677749, -0.767533], [-1.979915, 1.630486, -1.471501], [-1.132725, 0.068935, -3.111855], [-0.898254, 1.818743, -3.639587], [1.524994, 1.542901, -3.084555], [0.952526, 0.159391, -4.149673], [2.451731, -0.143344, -2.184047], [2.700780, -1.765216, 2.186745], [3.062374, -1.316674, 1.405513], [2.368847, -1.062414, 2.752339], [-3.003646, -3.017073, 0.808632], [-3.186616, -2.242997, 0.250587], [-2.495058, -3.590752, 0.244885], [0.648111, -4.091253, -1.034835], [0.436007, -3.178908, -0.861200], [0.221011, -4.256343, -1.859135], [-0.030402, -0.461029, 3.400304], [-0.778293, -0.746372, 3.955295], [-0.353265, 0.375454, 3.050696], [-2.992465, 0.281516, 1.784936], [-3.674107, 0.337836, 2.476635], [-2.932786, -0.615450, 1.387778], [2.877654, 3.111666, -0.158963], [3.176981, 3.063653, 0.770919], [3.594527, 2.575159, -0.589616], [0.516596, -3.682030, 1.750579], [0.490547, -4.349697, 1.101193], [1.344361, -3.355197, 2.075329], [-3.916333, -0.449987, -0.673262], [-2.972152, -0.257766, -0.797035], [-4.054182, 0.194586, 0.078557], [-0.854210, -1.341443, 0.961762], [-0.714940, -2.283361, 1.168780], [-0.297556, -0.911830, 1.666638], [2.264745, -2.603765, -2.774347], [2.322533, -3.180217, -1.990390], [1.691417, -1.885992, -2.428799], [2.711465, 0.404120, 0.886939], [2.176428, 1.208379, 0.718058], [2.173972, -0.211135, 0.302972]],
  "forces_ev_per_angstrom": [[0.49, 0.71, 0.82], [0.73, -0.40, -1.24], [-0.95, 2.13, 1.11], [0.17, -0.57, 0.26], [0.89, 1.15, -1.61], [0.08, -0.99, -2.28], [-1.13, -0.25, 0.56], [-1.10, 0.39, -0.12], [-0.53, -1.06, -0.34], [0.80, 0.57, -1.02], [-0.13, 0.45, 0.56], [0.43, -0.25, 1.14], [0.17, -0.07, -0.71], [-0.13, -1.40, -0.38], [-1.93, 0.89, 1.02], [0.21, -1.18, 0.71], [0.24, 0.69, 0.35], [0.13, 0.61, 0.09], [0.67, -1.49, 1.45], [0.27, 0.69, -0.79], [0.41, 0.36, 0.64], [0.33, -0.01, -0.16], [0.27, -0.86, -0.14], [-0.06, -0.33, 0.99], [-0.11, 0.14, -0.11], [-0.58, 0.38, 0.09], [-0.17, -0.28, -0.01], [0.29, -0.43, -0.26], [0.27, -0.39, 0.87], [-0.15, 0.70, 0.43], [-0.35, -0.39, -1.09], [-0.28, -0.51, 0.96], [0.55, -0.22, -0.28], [0.20, 1.03, -0.34], [-0.80, -0.02, 0.25], [0.26, -0.63, -0.51], [0.17, 0.41, 1.02], [1.49, -0.92, 0.11], [-0.29, 0.32, -0.47], [-0.97, 0.74, 0.34], [-2.15, 1.14, 1.36], [0.97, -1.12, -1.04], [1.18, 0.00, -0.35], [0.48, 1.12, 1.12], [-0.08, -0.29, -0.45], [-0.27, -0.92, -1.01], [0.82, 0.56, 0.08], [0.04, 0.16, 0.11], [-0.72, -0.73, -0.58], [-0.15, -0.08, 0.81], [0.09, -0.07, -0.63], [0.34, -0.24, -0.56], [-1.78, 0.14, -1.90], [0.61, -0.15, 0.27], [0.80, 0.77, 0.87]],
  "nbo_charge": [-0.899, -0.231, -0.220, -0.667, -0.237, -0.413, -0.070, -0.771, 0.361, 0.410, 0.196, 0.161, 0.181, 0.196, 0.381, 0.180, 0.201, 0.202, 0.227, 0.167, 0.191, 0.488, -0.972, 0.481, 0.494, -0.949, 0.478, 0.465, -0.953, 0.480, 0.480, -0.974, 0.477, 0.495, -0.996, 0.486, 0.524, -0.946, 0.479, 0.481, -1.003, 0.494, 0.517, -0.954, 0.468, 0.489, -1.044, 0.510, 0.495, -0.982, 0.477, 0.474, -0.976, 0.488, 0.483]
}